# C64H55Br2N6P4SSe2Sn

A structure of composition C64H55Br2N6P4SSe2Sn (the ωB97M-V functional and the def2-TZVPD basis, the OMol25 dataset).

As for the energy above the lowest of the compared OMol25 structures with the same formula, charge and spin: 0.000 eV. As for the total charge: +3. The value obtained for the HOMO energy (alpha / beta) is -13.591 / -13.390 eV.

Last column: Löwdin charge in e.
Atoms and positions in Å:
Sn  1.5546  -0.6913  1.2400  1.05
C  -5.7093  1.7945  4.2994  -0.41
S  -4.5614  1.5403  5.6731  0.82
C  -3.3177  2.8244  5.3205  -0.47
C  -1.9946  2.2590  4.8074  -0.24
C  -2.2093  1.4775  3.5180  -0.24
N  -0.9796  0.8599  2.9151  -0.42
P  0.0199  1.7433  1.8715  0.90
C  0.2188  3.3961  2.5499  -0.37
C  1.1685  3.5763  3.5603  -0.11
C  1.3218  4.8144  4.1615  -0.06
C  0.5348  5.8824  3.7459  -0.04
C  -0.4000  5.7142  2.7323  -0.05
C  -0.5588  4.4739  2.1284  -0.08
C  -0.7276  2.0053  0.2604  -0.41
C  0.2913  2.6037  -0.6346  -0.11
C  0.2566  2.6569  -1.9602  -0.04
C  -0.8937  2.2205  -2.8124  -0.15
C  -2.4402  1.4027  -1.5070  -0.16
C  -1.8899  1.4534  -0.1025  -0.12
P  -0.3085  -0.5997  3.4876  0.91
C  -0.3403  -0.5768  5.2826  -0.37
C  -1.4010  -1.1209  6.0088  -0.07
C  -1.4006  -1.0277  7.3928  -0.04
C  -0.3421  -0.4136  8.0511  -0.04
C  0.7230  0.1172  7.3322  -0.06
C  0.7255  0.0330  5.9501  -0.11
C  -1.3904  -1.9912  3.0656  -0.45
C  -2.6926  -1.8941  2.5846  -0.14
C  -3.4161  -3.0442  2.2951  -0.06
C  -2.8412  -4.2956  2.4690  -0.05
C  -1.5355  -4.4032  2.9385  -0.06
C  -0.8143  -3.2564  3.2331  -0.12
H  -6.5848  1.1810  4.5049  0.04
H  -5.2826  1.4914  3.3399  0.02
H  -6.0216  2.8369  4.2533  0.04
H  -3.1471  3.3531  6.2566  0.08
H  -3.7501  3.5336  4.6114  0.08
H  -1.5694  1.6130  5.5750  0.09
H  -1.2908  3.0766  4.6361  0.10
H  -2.6429  2.1419  2.7654  0.12
H  -2.9242  0.6798  3.7131  0.07
H  1.7778  2.7390  3.8859  0.09
H  2.0505  4.9518  4.9498  0.12
H  0.6545  6.8525  4.2110  0.12
H  -1.0088  6.5504  2.4135  0.12
H  -1.2935  4.3430  1.3428  0.11
H  1.1832  2.9928  -0.1491  0.11
H  1.1010  3.0995  -2.4721  0.09
H  -0.7212  2.4483  -3.8605  0.13
H  -3.4532  1.0085  -1.5259  0.16
H  -2.5077  1.0038  0.6661  0.09
H  -2.2316  -1.5967  5.5032  0.11
H  -2.2282  -1.4360  7.9581  0.12
H  -0.3434  -0.3545  9.1321  0.12
H  1.5471  0.5890  7.8514  0.11
H  1.5541  0.4492  5.3855  0.09
H  -3.1516  -0.9270  2.4302  0.09
H  -4.4360  -2.9608  1.9416  0.12
H  -3.4130  -5.1880  2.2494  0.12
H  -1.0876  -5.3788  3.0825  0.12
H  0.1957  -3.3428  3.6259  0.11
Br  3.7336  -7.2452  0.9039  0.90
C  3.1343  -5.4889  0.9755  -0.66
C  1.8754  -5.1564  0.5026  -0.06
C  1.4789  -3.8379  0.5832  -0.13
N  2.2669  -2.8821  1.0995  -0.02
C  3.4888  -3.2041  1.5554  -0.18
C  3.9545  -4.5010  1.5050  -0.02
C  4.2997  -2.0770  2.0953  -0.19
C  5.5441  -2.2424  2.6673  -0.02
C  6.2274  -1.1198  3.1189  -0.66
Br  7.9033  -1.3116  3.8945  0.91
C  5.6550  0.1377  2.9873  -0.06
C  4.4024  0.2173  2.4172  -0.10
N  3.7425  -0.8661  1.9878  -0.05
H  1.2161  -5.9022  0.0814  0.12
H  0.5054  -3.5278  0.2290  0.03
H  4.9412  -4.7595  1.8592  0.12
H  5.9956  -3.2176  2.7735  0.12
H  6.1696  1.0279  3.3197  0.12
H  3.9093  1.1747  2.2904  0.12
Se  4.5700  0.6810  -4.9457  0.71
P  2.3892  0.4041  -4.8980  0.75
C  1.8485  -1.0286  -5.8131  -0.36
C  0.4895  -1.2579  -6.0619  -0.10
C  0.0998  -2.3835  -6.7652  -0.05
C  1.0540  -3.2927  -7.2061  -0.04
C  2.3988  -3.0819  -6.9394  -0.04
C  2.8031  -1.9511  -6.2433  -0.09
C  1.5737  1.9129  -5.4045  -0.36
C  1.9975  3.0818  -4.7618  -0.14
C  1.4180  4.2953  -5.0867  -0.05
C  0.4255  4.3528  -6.0604  -0.03
C  0.0363  3.2036  -6.7316  -0.04
C  0.6148  1.9814  -6.4176  -0.06
C  2.2305  0.1435  -3.0988  -0.39
C  1.3195  -0.2159  -2.1100  -0.42
N  2.0294  -0.2571  -0.9681  -0.18
N  3.3067  0.0414  -1.2172  0.00
N  3.4381  0.2787  -2.4893  -0.07
P  -0.4060  -0.6671  -2.0202  0.84
Se  -0.8354  -1.4055  -0.0156  0.61
C  -0.5743  -2.1992  -2.9747  -0.39
C  -1.8323  -2.7591  -3.2111  -0.09
C  -1.9327  -4.0553  -3.6946  -0.04
C  -0.7869  -4.8087  -3.9134  -0.05
C  0.4645  -4.2668  -3.6473  -0.06
C  0.5755  -2.9676  -3.1755  -0.10
C  -1.4840  0.7542  -2.5962  -0.34
C  -2.2358  2.7688  -2.2290  -0.17
C  -3.3063  3.1092  -3.2247  -0.02
C  -3.7134  2.3212  -4.2122  -0.06
C  -3.1460  1.0058  -4.5273  -0.05
C  -2.2051  0.3289  -3.8665  -0.09
H  -0.2620  -0.5675  -5.7103  0.08
H  -0.9491  -2.5493  -6.9765  0.12
H  0.7458  -4.1694  -7.7616  0.12
H  3.1413  -3.7856  -7.2924  0.12
H  3.8552  -1.7758  -6.0643  0.06
H  2.7902  3.0407  -4.0230  0.10
H  1.7561  5.2012  -4.6002  0.12
H  -0.0237  5.3041  -6.3158  0.12
H  -0.7024  3.2590  -7.5205  0.12
H  0.3438  1.1116  -6.9907  0.10
H  -2.7366  -2.2020  -3.0001  0.12
H  -2.9089  -4.4809  -3.8879  0.12
H  -0.8706  -5.8220  -4.2873  0.12
H  1.3588  -4.8561  -3.8092  0.12
H  1.5574  -2.5584  -2.9682  0.10
H  -2.0816  3.5975  -1.5434  0.15
H  -3.7854  4.0745  -3.1014  0.12
H  -4.5055  2.6714  -4.8630  0.11
H  -3.5285  0.5374  -5.4288  0.12
H  -1.8883  -0.5994  -4.3102  0.06